A structure of composition C42H38BN8S3Ta, computed with ωB97M-V/def2-TZVPD.

Its maximum force is 0.8 eV/A. Its charge is +4. Its total energy is -3336.2456 Eh.

Last column: Löwdin charge in e.
CARTESIAN COORDINATES (ANGSTROEM)
Ta -0.23 2.53 -0.11  1.78
N 1.26 1.49 -0.51  -0.43
S 2.17 0.25 -0.25  0.92
N 1.40 -0.89 0.56  -0.35
S 0.21 -1.75 -0.05  0.94
N -1.00 -0.95 -0.57  -0.36
S -2.21 0.01 -0.28  0.91
N -1.77 1.49 -0.45  -0.42
C -3.40 -0.40 -1.49  -0.36
C -3.58 0.47 -2.57  -0.05
C -4.50 0.10 -3.55  -0.02
C -5.19 -1.10 -3.43  0.00
C -4.99 -1.94 -2.35  -0.01
C -4.09 -1.60 -1.36  -0.05
C -2.98 -0.17 1.28  -0.33
C -2.26 -0.60 2.39  -0.07
C -2.90 -0.62 3.62  -0.03
C -4.22 -0.22 3.73  0.00
C -4.92 0.22 2.61  -0.01
C -4.31 0.25 1.37  -0.03
C -0.17 -2.88 1.23  -0.36
C -1.24 -3.73 0.98  -0.05
C -1.57 -4.67 1.94  -0.01
C -0.83 -4.75 3.11  0.00
C 0.25 -3.91 3.33  -0.02
C 0.60 -2.95 2.39  -0.06
C 0.71 -2.71 -1.43  -0.33
C 1.72 -3.65 -1.19  -0.06
C 2.10 -4.48 -2.22  -0.02
C 1.47 -4.38 -3.46  0.00
C 0.48 -3.44 -3.68  -0.02
C 0.08 -2.59 -2.66  -0.04
C 3.50 0.67 0.80  -0.34
C 4.60 1.31 0.22  -0.04
C 5.62 1.73 1.06  -0.01
C 5.53 1.52 2.43  0.00
C 4.42 0.89 2.99  -0.02
C 3.39 0.46 2.17  -0.06
C 2.82 -0.31 -1.77  -0.36
C 2.33 0.21 -2.96  -0.05
C 2.87 -0.26 -4.15  -0.02
C 3.86 -1.23 -4.13  0.00
C 4.33 -1.75 -2.92  -0.02
C 3.81 -1.29 -1.72  -0.06
H -3.06 1.41 -2.62  0.10
H -4.67 0.75 -4.39  0.13
H -5.91 -1.37 -4.20  0.14
H -5.55 -2.86 -2.27  0.13
H -3.95 -2.24 -0.50  0.12
H -1.23 -0.92 2.31  0.08
H -2.36 -0.97 4.50  0.13
H -4.72 -0.25 4.69  0.14
H -5.95 0.53 2.70  0.14
H -4.85 0.59 0.50  0.13
H -1.80 -3.67 0.05  0.12
H -2.39 -5.35 1.77  0.13
H -1.08 -5.50 3.85  0.14
H 0.84 -4.00 4.24  0.13
H 1.45 -2.31 2.54  0.10
H 2.18 -3.74 -0.21  0.13
H 2.87 -5.23 -2.06  0.13
H 1.76 -5.05 -4.26  0.13
H 0.00 -3.38 -4.65  0.13
H -0.71 -1.87 -2.81  0.11
H 4.67 1.47 -0.85  0.13
H 6.49 2.21 0.64  0.14
H 6.34 1.84 3.07  0.14
H 4.37 0.72 4.05  0.13
H 2.53 -0.05 2.59  0.09
H 1.57 0.98 -2.97  0.10
H 2.52 0.14 -5.09  0.13
H 4.28 -1.59 -5.06  0.14
H 5.11 -2.50 -2.92  0.14
H 4.18 -1.68 -0.78  0.14
B -0.54 5.61 1.48  -0.30
N -0.33 4.25 2.30  -0.05
C -0.31 4.26 3.62  0.00
C -0.11 2.96 4.11  0.03
C 0.00 2.17 3.00  -0.10
N -0.14 2.95 1.88  -0.16
N -0.39 5.49 -0.11  -0.05
C -0.42 6.56 -0.87  0.00
C -0.38 6.20 -2.23  0.03
C -0.33 4.84 -2.24  -0.08
N -0.34 4.38 -0.94  -0.19
H 0.31 6.36 1.84  0.09
H -1.66 5.97 1.70  0.09
H -0.43 5.19 4.15  0.16
H -0.04 2.66 5.14  0.13
H 0.16 1.11 2.91  0.10
H -0.47 7.54 -0.43  0.16
H -0.39 6.87 -3.08  0.14
H -0.28 4.16 -3.07  0.13